(1)
{
  "formula": "C4H6O2",
  "method": "wB97M-V/def2-TZVPD",
  "homo_ev": -9.23,
  "e_above_lowest_ev": 4.724,
  "largest_force_ev_per_a": 3.0,
  "orbital_gap_ha": 0.3456,
  "lumo_energy_ev": 0.18,
  "symbols": ["O", "C", "C", "C", "O", "C", "H", "H", "H", "H", "H", "H"],
  "xyz": [[0.3777, 2.2278, 1.4270], [-0.1199, 1.1834, 1.0640], [0.1449, 0.5332, -0.2324], [1.0021, -1.0853, -0.0702], [0.1614, -1.5529, -1.0829], [-0.7802, -0.5146, -0.8215], [-0.7909, 0.6047, 1.7306], [0.5670, 1.2584, -0.9565], [1.5820, -0.1762, -0.2387], [0.6834, -1.4183, 0.9202], [-1.4868, -0.8255, -0.0390], [-1.2939, -0.2353, -1.7361]],
  "mulliken_charge": [-0.4963, -0.1054, -0.1024, -0.4443, -0.3462, -0.5254, 0.2875, 0.4368, 0.3581, 0.3260, 0.2996, 0.3120]
}

---

(2)
{
  "formula": "C35H27BiN9O2S",
  "method": "wB97M-V/def2-TZVPD",
  "homo_ev": -10.20,
  "e_above_lowest_ev": 0.000,
  "largest_force_ev_per_a": 2.0,
  "charge": 1,
  "orbital_gap_ha": 0.2629,
  "lumo_energy_ev": -3.05,
  "symbols": ["Bi", "N", "C", "S", "N", "N", "C", "C", "C", "C", "C", "C", "C", "C", "C", "C", "C", "C", "N", "H", "H", "H", "H", "H", "H", "H", "H", "H", "H", "H", "C", "O", "C", "C", "C", "C", "C", "C", "N", "N", "C", "C", "C", "C", "O", "C", "N", "C", "C", "C", "C", "H", "H", "H", "H", "H", "H", "H", "H", "H", "H", "H", "H", "N", "C", "C", "C", "C", "C", "N", "C", "H", "H", "H", "H"],
  "xyz": [[1.5314, -0.0433, 1.2480], [0.1105, -1.4308, 5.3479], [0.0410, -0.9571, 4.0478], [0.8304, -2.0023, 2.8446], [-0.5293, 0.1978, 3.8731], [-0.6468, 0.5168, 2.4984], [-1.3884, 1.5010, 2.1634], [-2.1569, 2.3481, 3.1332], [-1.8262, 3.7152, 3.2148], [-2.4727, 4.5133, 4.1156], [-3.3829, 4.0083, 5.0012], [-3.6596, 2.6518, 4.9851], [-3.1078, 1.8321, 4.0204], [-1.3987, 1.8743, 0.7275], [-2.3802, 2.7720, 0.2713], [-2.5864, 2.9074, -1.0678], [-1.7271, 2.2195, -1.9598], [-0.7394, 1.4122, -1.4111], [-0.5977, 1.2163, -0.0881], [0.6835, -2.2286, 5.5031], [-0.3147, -0.9531, 6.1144], [-1.1014, 4.1857, 2.5742], [-2.2754, 5.5788, 4.1034], [-3.8133, 4.7143, 5.7006], [-4.4460, 2.2358, 5.6071], [-3.3984, 0.7925, 3.9667], [-2.9802, 3.2762, 1.0039], [-3.3646, 3.5718, -1.4583], [-1.8310, 2.2149, -3.0150], [-0.0539, 0.8074, -2.0220], [-4.0202, 0.6151, -5.5707], [-2.6365, 0.7783, -5.3627], [-1.8044, -0.3110, -5.4168], [-0.4295, -0.1027, -5.2259], [0.4534, -1.1423, -5.1572], [-0.0204, -2.4418, -5.3459], [-1.3519, -2.6653, -5.5498], [-2.2823, -1.6190, -5.5889], [0.7593, -3.6637, -5.3500], [1.6539, -3.9144, -4.4956], [1.9040, -3.0105, -3.3860], [3.2273, -2.5900, -3.2299], [3.6767, -1.8947, -2.1073], [2.7494, -1.5627, -1.1232], [3.0438, -0.9367, 0.0184], [1.3982, -1.9629, -1.2644], [0.5050, -1.5464, -0.3105], [-0.7407, -1.9557, -0.4123], [-1.2300, -2.8095, -1.3954], [-0.3580, -3.2156, -2.3648], [0.9562, -2.7508, -2.3616], [-4.4557, 1.6110, -5.5734], [-4.5222, 0.0455, -4.7931], [-4.2225, 0.1919, -6.5440], [-0.0965, 0.9150, -5.0560], [1.5120, -0.9333, -5.0607], [-1.7038, -3.6693, -5.7751], [-3.2963, -1.8213, -5.8542], [3.9220, -2.8313, -4.0085], [4.7178, -1.6866, -1.9796], [-1.4494, -1.5260, 0.2780], [-2.2379, -3.2242, -1.2917], [-0.6966, -3.8943, -3.1292], [4.1433, 1.9552, 7.0733], [4.2159, 1.3317, 6.1130], [4.3808, 0.6007, 4.8555], [5.6100, 0.0174, 4.5497], [5.7881, -0.6009, 3.3097], [4.7003, -0.6428, 2.4314], [3.5192, -0.1141, 2.7461], [3.3721, 0.5135, 3.9114], [6.4614, 0.1393, 5.2141], [6.6951, -1.0631, 3.0097], [4.7854, -1.0738, 1.4351], [2.3862, 1.0138, 4.0953]],
  "mulliken_charge": [1.1683, -0.4454, 0.7342, -0.4727, -1.1260, 1.0253, 0.3162, -0.3429, -0.2524, -0.6145, -0.4802, -0.7187, -0.1573, 0.5435, -0.7985, -0.8104, -0.7001, -0.3680, 0.2989, 0.1769, 0.2313, 0.4805, 0.3863, 0.4115, 0.3596, 0.4470, 0.4436, 0.4325, 0.5226, 0.3987, -0.9566, -0.4035, 0.4723, -0.3668, -0.1086, -0.1806, -0.4010, -0.6195, -0.3483, -0.5226, -0.0843, -0.7236, -0.8820, 0.9031, -0.6574, 0.3989, 0.0074, -0.1719, -1.2427, -0.4990, 0.6004, 0.2387, 0.3721, 0.4031, 0.5173, 0.5046, 0.4728, 0.5144, 0.4721, 0.5124, 0.4640, 0.4478, 0.6997, -0.4136, -0.2085, 0.0354, -0.1927, -0.8020, -0.2177, -0.0885, 0.1294, 0.4849, 0.4846, 0.3871, 0.4790]
}